Entry 1:
{
  "formula": "C11H23INO2P2Yb",
  "method": "ωB97M-V/def2-TZVPD",
  "elements": ["Yb", "P", "C", "C", "N", "C", "C", "C", "C", "C", "P", "H", "H", "H", "H", "H", "H", "H", "H", "O", "H", "H", "O", "H", "C", "H", "H", "H", "C", "H", "H", "H", "C", "H", "H", "H", "C", "H", "H", "H", "I"],
  "xyz": [[-0.266, -1.222, 1.046], [-0.809, 1.452, 2.221], [-1.876, 1.304, 0.677], [-1.044, 1.466, -0.590], [-0.035, 0.582, -0.771], [0.783, 0.695, -1.841], [0.539, 1.621, -2.860], [-0.547, 2.485, -2.739], [-1.343, 2.412, -1.587], [2.008, -0.211, -1.938], [2.012, -1.562, -0.683], [-2.195, 3.085, -1.412], [1.204, 1.640, -3.723], [-0.773, 3.219, -3.515], [2.080, -0.647, -2.947], [2.925, 0.378, -1.758], [-2.319, 0.194, 0.714], [-2.635, 2.062, 0.731], [-1.857, -2.578, 0.803], [-2.431, -1.532, 0.728], [-3.347, -1.612, 0.409], [-0.078, -2.862, 1.869], [-0.899, -3.306, 0.757], [-0.825, -4.274, 0.778], [1.142, -2.822, -1.692], [1.774, -3.054, -2.559], [0.982, -3.737, -1.105], [0.168, -2.454, -2.045], [3.730, -2.150, -0.803], [3.896, -2.844, 0.033], [3.918, -2.663, -1.755], [4.413, -1.297, -0.688], [-0.154, 3.157, 2.092], [-0.965, 3.891, 2.195], [0.578, 3.292, 2.911], [0.367, 3.294, 1.136], [-2.132, 1.710, 3.458], [-1.685, 1.559, 4.453], [-2.536, 2.730, 3.386], [-2.934, 0.970, 3.320], [1.164, -2.372, 3.293]],
  "total_charge": 2,
  "total_energy_ev": -75559.6155,
  "orbital_gap_ev": [8.7, 7.5],
  "multiplicity": 2
}

***

Entry 2:
{
  "formula": "C11H23N2O10P",
  "method": "ωB97M-V/def2-TZVPD",
  "elements": ["O", "C", "C", "O", "C", "O", "C", "O", "C", "O", "P", "O", "O", "O", "H", "H", "H", "H", "H", "H", "H", "H", "H", "H", "H", "C", "N", "C", "O", "C", "C", "N", "C", "C", "O", "H", "H", "H", "H", "H", "H", "H", "H", "H", "H", "H", "H"],
  "xyz": [[4.771, 2.132, 4.130], [4.032, 1.214, 3.785], [3.245, 1.340, 2.471], [2.629, 2.641, 2.311], [2.178, 0.245, 2.321], [1.665, 0.442, 1.003], [1.030, 0.357, 3.348], [1.486, 0.050, 4.670], [-0.111, -0.613, 3.025], [-1.123, -0.454, 4.031], [-2.388, -1.445, 3.808], [-3.518, -1.122, 4.687], [-2.953, -1.292, 2.350], [-1.962, -2.934, 4.081], [4.002, 0.298, 4.367], [3.978, 1.204, 1.668], [3.241, 3.338, 2.626], [2.635, -0.748, 2.403], [1.583, 1.411, 0.879], [0.632, 1.377, 3.333], [0.709, 0.017, 5.263], [0.272, -1.641, 3.013], [-0.513, -0.390, 2.030], [-3.479, -0.491, 2.477], [-2.831, -3.349, 4.147], [0.837, 1.459, -5.432], [0.199, 0.673, -4.378], [-0.791, 1.121, -3.593], [-1.231, 2.262, -3.690], [-1.400, 0.155, -2.549], [-1.076, 0.616, -1.123], [-0.953, -1.238, -2.682], [-1.334, -2.124, -3.601], [-2.407, -1.763, -4.609], [-0.812, -3.225, -3.639], [1.379, 0.805, -6.116], [1.533, 2.174, -4.990], [0.080, 2.012, -5.993], [0.514, -0.275, -4.235], [-2.483, 0.194, -2.671], [0.004, 0.634, -0.983], [-1.532, -0.058, -0.397], [-1.469, 1.622, -0.968], [-0.273, -1.574, -2.018], [-3.327, -1.506, -4.087], [-2.590, -2.626, -5.248], [-2.077, -0.927, -5.223]],
  "total_charge": 0,
  "total_energy_ev": -44526.9967,
  "orbital_gap_ev": 9.8
}